A cluster of 3 separate species, C3H11NO3S in total. Source: OMol25; level of theory: the ωB97M-V functional and the def2-TZVPD basis.

Its frontier orbital gap is 9.708 eV. The calculation puts the total energy at -799.57038 a.u. Its max |F| is 0.0442 hartree/bohr. The spin multiplicity is 1. Its SMILES is NC(=O)CCS.O.O. For the energy above the lowest of the compared OMol25 structures with the same formula, charge and spin, the calculation gives 12.1 kcal per mole.

Positions of all 19 atoms, in Å:
C (0.40093, 1.01539, -0.47901)
C (1.06017, 1.01983, 0.89294)
S (2.62517, 0.12001, 0.89562)
C (-0.97255, 1.68069, -0.21822)
N (-1.85932, 0.74339, 0.24609)
O (-1.14271, 2.86821, -0.12028)
H (0.89846, 1.60026, -1.23184)
H (0.41700, -0.01973, -0.81201)
H (1.13385, 2.01317, 1.35413)
H (0.45613, 0.63890, 1.73381)
H (3.15537, 0.96032, -0.06339)
H (-1.88225, -0.21433, -0.06971)
H (-2.76228, 1.12935, 0.49730)
H (-1.39506, -2.27336, -2.08015)
H (-0.07545, -2.54492, -1.22832)
O (-0.50464, -1.96431, -1.85865)
H (0.49399, -2.94088, 1.06254)
H (0.18743, -1.48671, 0.67010)
O (-0.23424, -2.34528, 0.80902)

Atomic forces in eV per Å
C -0.827 0.471 0.573
C 0.070 0.790 1.329
S 0.407 0.917 -0.632
C 0.891 -2.009 0.571
N -1.282 0.589 -0.058
O -0.091 0.370 -0.364
H 0.642 0.352 -0.023
H -0.688 0.053 -0.337
H 0.680 0.257 -0.830
H -0.197 -0.916 -0.805
H -0.091 -0.791 0.656
H 0.407 0.104 -0.140
H 0.096 -0.157 0.002
H 0.562 -0.263 0.369
H -0.582 -0.322 0.233
O -0.224 0.698 -0.954
H -0.388 0.415 0.041
H 0.041 -0.102 0.113
O 0.575 -0.456 0.255

A structure of composition C21H14N3O6Pt. Source: OMol25; level of theory: the ωB97M-V functional and the def2-TZVPD basis.

Its frontier orbital gap is 5.804 eV. The calculation puts the total energy at -1543.63607 a.u. Its max |F| is 0.0169 hartree/bohr. The spin multiplicity is 1. Its total charge is -1. For the energy above the lowest of the compared OMol25 structures with the same formula, charge and spin, the calculation gives 0.0 kcal per mole.

Positions of all 45 atoms, in Å:
Pt (1.24832, -0.92288, 0.78790)
O (0.19500, 1.63985, -1.31324)
C (0.14030, 0.76630, -2.21906)
C (0.45217, 1.03222, -3.59584)
C (0.51989, 0.02659, -4.52952)
C (0.28277, -1.31736, -4.19498)
C (-0.03888, -1.61608, -2.88446)
C (-0.14759, -0.60997, -1.92411)
C (-0.53206, -0.94658, -0.56391)
N (-0.24476, -2.14053, -0.03786)
N (-1.14745, -2.52327, 1.00108)
C (-0.82381, -2.06882, 2.15496)
O (0.21002, -1.28449, 2.39700)
C (-1.65257, -2.41810, 3.34267)
C (-2.67568, -3.35622, 3.24578)
C (-3.44268, -3.66570, 4.35735)
C (-3.19605, -3.04133, 5.57351)
C (-2.17636, -2.10587, 5.67335)
C (-1.40464, -1.79641, 4.56209)
H (0.65980, 2.06147, -3.86580)
H (0.77139, 0.28080, -5.55546)
H (0.33503, -2.09584, -4.94488)
H (-0.23273, -2.63928, -2.58301)
H (-1.29185, -0.33271, -0.07846)
H (-2.85424, -3.82935, 2.28971)
H (-4.23676, -4.39748, 4.27482)
H (-3.79808, -3.28437, 6.44056)
H (-1.97954, -1.61452, 6.61804)
H (-0.60460, -1.07202, 4.62324)
O (2.36255, -0.63386, -0.88463)
C (3.23323, 0.23490, -0.99800)
C (3.81388, 1.03207, 0.04495)
C (4.81334, 1.93208, -0.34989)
C (5.47551, 2.67833, 0.58463)
C (5.17696, 2.55570, 1.95312)
C (4.21059, 1.68776, 2.35947)
C (3.47290, 0.89435, 1.42689)
O (2.56826, 0.12098, 1.89218)
N (6.51917, 3.60278, 0.15746)
O (7.09582, 4.24521, 1.01927)
O (6.77699, 3.67321, -1.03087)
H (3.62377, 0.38359, -2.00951)
H (5.06698, 2.03697, -1.39604)
H (5.72309, 3.15803, 2.66448)
H (3.95544, 1.57772, 3.40423)

Atomic forces in eV per Å
Pt 0.120 -0.214 -0.295
O -0.012 0.055 0.051
C 0.083 0.043 0.046
C -0.054 -0.023 -0.127
C 0.045 0.116 0.019
C -0.028 -0.078 0.125
C 0.055 -0.001 -0.196
C -0.149 -0.186 0.256
C -0.448 0.095 -0.737
N 0.030 -0.135 0.373
N 0.203 0.200 -0.031
C 0.009 -0.030 -0.005
O -0.200 -0.133 0.356
C 0.055 0.064 -0.015
C -0.020 -0.008 -0.009
C 0.004 -0.008 -0.034
C 0.000 0.014 0.034
C -0.007 -0.022 -0.027
C -0.001 -0.011 -0.004
H -0.006 0.007 -0.007
H -0.004 -0.013 0.002
H 0.006 0.009 -0.008
H -0.003 0.010 0.012
H 0.086 0.093 0.012
H -0.004 -0.003 0.006
H -0.002 0.000 0.004
H 0.001 0.000 0.000
H -0.003 -0.003 0.005
H 0.002 0.004 -0.003
O 0.154 0.078 0.018
C -0.146 -0.043 0.152
C 0.075 0.007 -0.167
C -0.098 -0.075 0.053
C 0.143 0.170 -0.053
C -0.018 -0.008 0.026
C -0.013 -0.004 -0.024
C -0.020 0.047 0.030
O 0.224 0.079 0.128
N -0.053 -0.218 0.099
O -0.008 0.056 -0.011
O -0.010 0.050 -0.030
H 0.016 0.020 -0.013
H -0.005 -0.004 -0.006
H 0.002 0.003 -0.004
H -0.002 -0.002 0.001

A structure of composition C17H47As3N3O8P3Pd. Source: OMol25; level of theory: the ωB97M-V functional and the def2-TZVPD basis.

Its frontier orbital gap is 4.975 eV. The calculation puts the total energy at -9301.79596 a.u. Its max |F| is 0.0252 hartree/bohr. The spin multiplicity is 1. Its total charge is -2. For the energy above the lowest of the compared OMol25 structures with the same formula, charge and spin, the calculation gives 4.7 kcal per mole.

Positions of all 82 atoms, in Å:
Pd (0.01366, 0.65746, -0.44284)
O (-2.77687, -0.11412, 3.22812)
P (-1.49854, -0.34526, 2.21638)
O (-1.32573, 0.96865, 1.43944)
O (-0.38787, -0.91867, 3.00808)
O (-2.17026, -1.42773, 1.24377)
P (-2.02570, -2.22499, -0.17217)
O (-2.43274, -3.72852, 0.33644)
O (-3.11671, -1.72212, -1.05232)
O (-0.61106, -2.29000, -0.62140)
H (-3.36767, 0.51118, 2.79500)
H (-3.38637, -3.72492, 0.47738)
C (-1.25149, -0.84701, -3.77516)
As (0.03120, 0.21230, -2.74201)
C (0.41779, 1.51892, -4.19775)
C (1.50647, -1.07921, -3.03687)
C (2.89910, -0.85404, -2.43581)
C (3.83437, -1.83361, -3.16993)
C (2.97974, -1.21220, -0.93275)
As (2.14870, -0.05454, 0.44153)
C (2.51042, -1.29979, 1.91051)
C (3.69546, 1.14885, 0.80549)
C (3.34248, 0.58372, -2.71693)
As (5.23687, 1.03061, -2.39806)
C (4.97973, 2.97952, -2.55524)
C (5.89689, 0.80826, -4.25522)
H (-0.80336, -1.10831, -4.73854)
H (-2.15967, -0.26465, -3.92854)
H (-1.51230, -1.73367, -3.20066)
H (0.78119, 1.00427, -5.09315)
H (1.14572, 2.26337, -3.87295)
H (-0.50597, 2.05337, -4.43523)
H (1.61922, -1.18307, -4.12491)
H (1.09289, -2.01176, -2.64433)
H (3.47597, -2.85732, -3.03737)
H (4.85529, -1.78398, -2.77540)
H (3.86418, -1.61985, -4.24377)
H (4.03256, -1.33963, -0.64932)
H (2.48444, -2.17635, -0.77991)
H (3.55699, -1.61944, 1.87918)
H (1.83543, -2.14932, 1.81956)
H (2.27510, -0.80498, 2.85116)
H (4.64802, 0.61615, 0.76366)
H (3.55659, 1.55169, 1.81132)
H (3.71268, 1.98562, 0.10675)
H (2.74939, 1.26928, -2.10164)
H (3.14583, 0.84437, -3.76246)
H (4.49348, 3.35446, -1.65513)
H (4.35372, 3.21618, -3.41804)
H (5.94764, 3.47024, -2.66386)
H (6.07948, -0.24558, -4.46492)
H (6.83525, 1.35510, -4.36441)
H (5.17108, 1.19422, -4.97467)
C (0.43942, 3.93242, -0.29144)
N (-0.89111, 4.41960, 0.04061)
C (-1.18391, 4.23569, 1.45689)
P (-2.10439, 4.32590, -1.11088)
O (-1.55642, 4.49694, -2.47116)
N (-3.12904, 5.55076, -0.52358)
C (-2.51079, 6.85986, -0.36823)
C (-4.43625, 5.65278, -1.15393)
N (-3.12108, 3.01245, -1.00037)
C (-3.66427, 2.59399, 0.28413)
C (-3.08701, 1.92207, -1.96272)
H (1.16943, 4.52458, 0.26861)
H (0.62747, 4.04872, -1.34664)
H (0.53342, 2.88136, -0.00657)
H (-0.44670, 4.79222, 2.04798)
H (-1.11924, 3.18186, 1.75259)
H (-2.17121, 4.62388, 1.70483)
H (-1.53997, 6.75331, 0.11068)
H (-3.14825, 7.49200, 0.25846)
H (-2.36523, 7.36624, -1.33347)
H (-4.90353, 4.67279, -1.20659)
H (-4.36770, 6.06222, -2.17249)
H (-5.06988, 6.31781, -0.55914)
H (-3.74056, 3.43562, 0.96806)
H (-3.03483, 1.81218, 0.72531)
H (-4.66822, 2.17982, 0.12750)
H (-2.57834, 2.26176, -2.86238)
H (-4.12328, 1.63727, -2.20767)
H (-2.56350, 1.04765, -1.57522)

Atomic forces in eV per Å
Pd 0.260 0.067 0.036
O 0.190 0.169 -0.060
P 0.191 0.639 -0.598
O -0.252 -1.039 0.733
O -0.095 0.107 -0.003
O -0.046 -0.123 0.092
P 0.132 0.349 -0.030
O -0.107 -0.095 0.091
O -0.108 -0.036 -0.116
O 0.125 -0.116 0.004
H -0.013 -0.034 -0.019
H 0.068 0.004 -0.046
C -0.005 0.048 -0.020
As 0.223 0.155 0.192
C -0.055 -0.100 0.093
C -0.242 0.011 -0.151
C 0.186 -0.099 0.136
C 0.044 0.005 0.036
C 0.079 -0.015 -0.089
As -0.098 0.144 -0.196
C 0.063 0.050 -0.030
C -0.086 -0.158 0.097
C 0.055 0.136 0.026
As 0.035 0.032 -0.138
C -0.006 -0.064 0.000
C -0.051 0.001 0.095
H -0.069 -0.037 -0.016
H -0.014 0.012 -0.023
H 0.020 0.010 0.054
H 0.006 0.023 -0.002
H 0.003 -0.072 0.025
H 0.028 -0.072 0.051
H -0.047 -0.023 -0.001
H -0.044 -0.033 0.000
H 0.002 0.010 -0.002
H 0.002 0.007 0.000
H -0.008 0.009 0.024
H 0.013 0.000 -0.015
H -0.011 0.010 -0.048
H -0.017 -0.028 0.036
H -0.014 0.030 -0.044
H -0.001 -0.006 -0.009
H 0.022 -0.013 -0.011
H -0.020 0.009 -0.022
H -0.035 -0.011 -0.028
H -0.014 -0.017 0.007
H -0.029 -0.035 0.008
H 0.006 0.005 -0.005
H 0.008 -0.019 0.015
H 0.000 0.010 0.006
H -0.006 0.016 0.009
H 0.003 -0.013 0.000
H 0.007 -0.001 0.035
C -0.141 0.147 0.226
N -0.487 0.022 -0.190
C 0.061 -0.067 0.208
P -0.130 -0.405 0.595
O -0.020 0.114 -0.216
N 0.147 0.028 -0.191
C -0.025 -0.027 0.027
C 0.070 0.021 0.005
N 0.361 0.439 0.128
C -0.148 -0.274 0.028
C -0.178 0.091 -0.281
H 0.102 0.028 0.045
H 0.015 -0.030 -0.339
H 0.216 -0.216 -0.072
H 0.025 0.070 -0.050
H -0.070 0.012 -0.062
H 0.046 0.033 -0.049
H -0.019 0.006 -0.007
H -0.012 -0.002 -0.008
H -0.020 0.000 0.006
H 0.009 -0.012 -0.004
H -0.042 0.006 0.012
H -0.006 0.002 0.000
H -0.055 0.049 -0.006
H -0.041 0.140 0.020
H -0.034 0.074 -0.040
H -0.027 -0.009 -0.071
H 0.181 0.015 -0.003
H -0.056 -0.065 0.112

The ion CHN2 with charge +1. Source: OMol25; level of theory: the ωB97M-V functional and the def2-TZVPD basis.

Its frontier orbital gap (alpha / beta) is 8.062 / 8.054 eV. The calculation puts the total energy at -147.67622 a.u. Its max |F| is 0.1776 hartree/bohr. The spin multiplicity is 1. Its total charge is +1. For the energy above the lowest of the compared OMol25 structures with the same formula, charge and spin, the calculation gives 42.3 kcal per mole.

Positions of all 4 atoms, in Å:
C (0.61919, -0.27059, 0.23257)
N (-1.60996, 0.80320, -0.56152)
N (-0.52247, 0.26720, -0.17816)
H (1.51323, -0.79982, 0.50711)

Atomic forces in eV per Å
C -7.829 3.810 -2.763
N 6.125 -2.971 2.183
N 1.348 -0.610 0.479
H 0.355 -0.229 0.102